Below is 13 unconnected molecules or ions with the total composition C33H72O13, with properties calculated with the ωB97M-V functional and the def2-TZVPD basis.

Summary:
**HOMO**: -9.287 eV
**DFT total energy**: -62003.971 eV
**LUMO level**: 0.584 eV
**Maximum force**: 0.056 hartree/bohr
**Orbital gap**: 9.87 eV
**Spin multiplicity**: 1

Positions of all 118 atoms, in Å:
C  -1.06  5.55  -1.27
O  -1.58  4.70  -2.25
H  -1.55  5.56  -0.29
H  0.00  5.32  -1.05
H  -1.03  6.59  -1.65
H  -1.44  3.79  -1.96
C  -4.55  -2.42  -2.70
O  -3.44  -1.63  -2.46
H  -4.55  -3.24  -2.06
H  -5.49  -1.85  -2.57
H  -4.45  -2.72  -3.74
H  -3.45  -1.50  -1.49
C  2.51  1.29  -2.70
O  2.79  0.26  -1.75
H  2.59  0.98  -3.72
H  1.50  1.68  -2.44
H  3.14  2.18  -2.53
H  3.59  -0.19  -1.98
C  0.36  6.61  3.07
C  1.47  6.70  1.96
O  1.16  6.56  0.82
C  2.87  6.91  2.47
H  0.42  5.69  3.64
H  -0.63  6.60  2.61
H  0.56  7.49  3.71
H  3.41  7.53  1.77
H  3.31  5.87  2.45
H  2.99  7.26  3.49
C  2.40  -3.52  -1.35
C  3.78  -4.13  -1.39
O  4.56  -4.09  -0.47
C  4.03  -4.81  -2.72
H  2.08  -3.19  -0.40
H  1.62  -4.16  -1.78
H  2.42  -2.67  -2.06
H  3.64  -4.13  -3.46
H  3.58  -5.82  -2.77
H  5.07  -5.03  -2.81
C  2.97  1.20  2.20
C  2.16  2.44  2.18
O  2.02  3.24  3.09
C  1.45  2.68  0.93
H  3.47  1.00  1.30
H  2.44  0.29  2.49
H  3.67  1.27  3.00
H  0.41  2.63  1.17
H  1.66  1.88  0.22
H  1.67  3.60  0.43
C  -3.06  -1.65  2.61
C  -3.68  -1.62  1.22
O  -2.97  -1.59  0.21
C  -5.16  -1.62  1.16
H  -3.50  -0.94  3.33
H  -1.97  -1.44  2.58
H  -3.21  -2.70  2.97
H  -5.44  -2.21  0.26
H  -5.35  -0.59  1.06
H  -5.69  -2.00  2.02
C  -3.34  3.13  1.37
C  -4.25  2.29  0.57
O  -5.08  1.56  1.04
C  -4.07  2.47  -0.93
H  -2.39  2.57  1.28
H  -3.65  3.28  2.42
H  -3.17  4.05  0.83
H  -4.85  1.85  -1.42
H  -3.09  1.98  -1.12
H  -4.01  3.48  -1.20
C  5.33  -1.21  0.40
C  5.85  -1.42  -1.03
O  5.20  -1.07  -1.99
C  7.13  -2.11  -1.30
H  5.24  -0.14  0.52
H  5.97  -1.66  1.16
H  4.31  -1.52  0.47
H  7.94  -1.77  -0.59
H  7.40  -1.96  -2.34
H  6.97  -3.17  -1.06
C  -0.96  2.60  4.56
C  -0.10  1.43  4.84
O  0.10  0.54  4.01
C  0.50  1.30  6.24
H  -1.18  2.72  3.52
H  -0.47  3.49  4.94
H  -1.89  2.43  5.12
H  0.66  0.26  6.41
H  -0.10  1.78  7.05
H  1.55  1.73  6.28
C  -3.99  -6.24  -0.38
C  -3.14  -5.27  0.37
O  -3.39  -4.93  1.48
C  -1.96  -4.65  -0.38
H  -3.35  -7.18  -0.62
H  -4.27  -5.79  -1.29
H  -4.84  -6.55  0.25
H  -1.04  -4.95  0.12
H  -2.08  -3.56  -0.21
H  -1.97  -4.86  -1.45
C  -0.72  -3.41  -4.43
C  0.20  -2.26  -4.63
O  1.37  -2.45  -4.30
C  -0.26  -0.98  -5.24
H  -1.47  -3.09  -3.67
H  -0.15  -4.31  -4.21
H  -1.33  -3.67  -5.36
H  -0.44  -1.27  -6.24
H  0.50  -0.16  -5.19
H  -1.29  -0.65  -4.95
C  0.05  -0.81  0.98
C  -0.54  -0.08  -0.22
O  -0.99  1.05  -0.12
C  -0.40  -0.79  -1.51
H  -0.32  -0.37  1.91
H  1.14  -0.83  0.94
H  -0.43  -1.74  1.00
H  -0.80  -0.33  -2.41
H  -0.92  -1.77  -1.29
H  0.71  -0.91  -1.65